Record 1
{"formula": "C3H3NS", "method": "ωB97M-V with the def2-TZVPD basis set", "elements": ["N", "C", "C", "C", "S", "H", "H", "H"], "xyz": [[-1.587, -1.484, -1.245], [-0.857, -1.019, -0.510], [0.131, -0.557, 0.505], [1.379, 0.019, -0.082], [0.202, 1.302, 0.544], [0.243, -1.337, 1.258], [2.300, 0.045, 0.376], [1.421, 0.189, -1.105]], "mulliken_charge": [-0.343, 0.127, -0.095, -0.621, -0.099, 0.406, 0.331, 0.295], "homo_lumo_gap_ev": 10.14, "total_charge": 0, "e_homo_ev": -9.688, "multiplicity": 1, "e_above_lowest_kcal_mol": 11.26, "e_tot_ev": -15483.269, "smiles": "N#C[C@H]1CS1", "max_force_ev_per_a": 2.72}



Record 2
{"formula": "C3H3NS", "method": "ωB97M-V with the def2-TZVPD basis set", "elements": ["C", "C", "S", "H", "H", "C", "N", "H"], "xyz": [[-1.050, 0.803, 0.041], [-0.081, 1.538, -0.010], [1.197, 2.638, -0.142], [-2.044, 0.418, 0.164], [1.963, 2.110, 0.651], [-0.098, -2.498, -0.274], [0.326, -1.490, 0.063], [-0.213, -3.519, -0.493]], "mulliken_charge": [-0.020, -0.218, -0.227, 0.377, 0.089, -0.004, -0.293, 0.296], "homo_lumo_gap_ev": 9.61, "total_charge": 0, "e_homo_ev": -8.664, "multiplicity": 1, "e_above_lowest_kcal_mol": 58.27, "e_tot_ev": -15481.230, "smiles": "C#CS.C#N", "max_force_ev_per_a": 4.28}



Record 3
{"formula": "C3H3NS2", "method": "ωB97M-V with the def2-TZVPD basis set", "elements": ["C", "C", "C", "S", "N", "S", "H", "H", "H"], "xyz": [[-0.482, 2.126, -0.067], [-0.623, 0.955, -0.270], [-0.783, -0.459, -0.130], [-2.343, -0.985, -0.113], [0.292, -1.255, -0.078], [1.850, -0.651, -0.211], [-0.251, 3.184, 0.004], [0.230, -2.232, -0.249], [2.110, -0.684, 1.114]], "mulliken_charge": [0.066, -0.599, 0.392, -0.306, -0.245, -0.134, 0.409, 0.267, 0.151], "homo_lumo_gap_ev": 8.35, "total_charge": 0, "e_homo_ev": -8.617, "multiplicity": 1, "e_above_lowest_kcal_mol": 44.56, "e_tot_ev": -26317.355, "smiles": "C#CC(=S)NS", "max_force_ev_per_a": 2.12}



Record 4
{"formula": "C3H3NaO3Rb", "method": "ωB97M-V with the def2-TZVPD basis set", "elements": ["H", "C", "C", "O", "O", "H", "H", "Na", "C", "O", "Rb"], "xyz": [[0.640, 1.396, -0.869], [0.741, 1.261, 0.244], [1.623, 2.413, 0.629], [2.641, 2.308, 1.297], [1.122, 0.034, 0.651], [-0.270, 1.602, 0.605], [1.296, 3.418, 0.274], [2.957, 0.056, 1.805], [-2.324, -2.860, -0.993], [-3.189, -3.548, -1.259], [-5.236, -6.080, -2.383]], "mulliken_charge": [0.221, -0.406, 0.188, -0.617, -0.972, 0.219, 0.372, 0.994, 0.187, -0.174, 0.988], "homo_lumo_gap_ev": 5.01, "total_charge": 1, "e_homo_ev": -9.239, "multiplicity": 1, "e_tot_ev": -14367.679, "max_force_ev_per_a": 0.67}



Record 5
{"formula": "C3H3NaO4", "method": "ωB97M-V with the def2-TZVPD basis set", "elements": ["C", "C", "O", "O", "H", "H", "H", "Na", "O", "O", "C"], "xyz": [[1.115, -0.012, 1.202], [2.632, 0.145, 1.282], [3.313, -0.737, 1.732], [0.402, 0.974, 1.173], [0.723, -1.000, 1.515], [-1.301, -1.026, -1.809], [3.022, 1.154, 1.033], [-1.988, 1.670, 0.430], [-2.701, 0.388, -1.357], [-2.899, -1.001, -3.095], [-2.319, -0.556, -2.106]], "mulliken_charge": [0.129, 0.047, -0.385, -0.447, 0.333, 0.113, 0.326, 0.999, -0.715, -0.592, 0.192], "homo_lumo_gap_ev": 6.01, "total_charge": 0, "e_homo_ev": -7.930, "multiplicity": 1, "e_above_lowest_kcal_mol": 31.26, "e_tot_ev": -15765.139, "max_force_ev_per_a": 1.78}



Record 6
{"formula": "C3H3NiO3", "method": "ωB97M-V with the def2-TZVPD basis set", "elements": ["O", "C", "O", "Ni", "C", "C", "H", "H", "O", "H"], "xyz": [[-1.833, 1.070, 0.039], [-2.139, 0.013, -0.417], [-1.626, -1.058, -0.507], [0.126, -1.679, 0.067], [0.605, 0.193, 0.914], [1.757, 0.864, 0.537], [0.453, 0.121, 2.000], [2.652, 0.803, 1.168], [1.997, 1.402, -0.610], [1.290, 1.262, -1.262]], "mulliken_charge": [-0.184, 0.815, -0.398, 0.896, -0.582, 0.417, 0.540, 0.398, -0.250, 0.348], "homo_lumo_gap_ev": [9.00, 8.84], "total_charge": 2, "e_homo_ev": [-20.318, -21.846], "multiplicity": 4, "e_above_lowest_kcal_mol": 66.03, "e_tot_ev": -50319.953, "s2": 3.763, "max_force_ev_per_a": 7.53}



Record 7
{"formula": "C3H3O2Pr", "method": "ωB97M-V with the def2-TZVPD basis set", "elements": ["O", "C", "C", "C", "H", "H", "H", "O", "Pr"], "xyz": [[-0.386, 1.043, 0.180], [0.996, -0.966, 0.199], [-1.507, 0.135, -0.083], [-0.199, -0.369, 0.193], [1.148, -1.986, -0.205], [-1.874, 0.174, -1.113], [-2.272, 0.157, 0.697], [2.087, -0.224, 0.066], [2.006, 2.037, 0.065]], "mulliken_charge": [-0.498, -0.241, -0.110, 0.255, 0.300, 0.217, 0.219, -0.708, 1.567], "homo_lumo_gap_ev": [6.60, 6.98], "total_charge": 1, "e_homo_ev": [-11.318, -11.768], "multiplicity": 4, "e_above_lowest_kcal_mol": 0.00, "e_tot_ev": -21313.333, "s2": 3.753, "max_force_ev_per_a": 2.85}



Record 8
{"formula": "C3H3O2Sc", "method": "ωB97M-V with the def2-TZVPD basis set", "elements": ["C", "C", "H", "H", "H", "O", "C", "Sc", "O"], "xyz": [[-1.716, 0.235, 0.683], [-0.925, 1.061, -0.051], [-2.050, 0.167, 1.718], [-0.314, 1.827, 0.450], [-1.071, 1.178, -1.131], [-0.066, -1.527, 0.599], [0.762, -0.979, -0.052], [3.534, -0.985, -1.691], [1.847, -0.978, -0.524]], "mulliken_charge": [0.480, -0.830, 0.415, 0.432, 0.454, -0.158, 0.766, 1.839, -0.398], "homo_lumo_gap_ev": [7.25, 8.50], "total_charge": 3, "e_homo_ev": [-22.995, -24.234], "multiplicity": 2, "e_above_lowest_kcal_mol": 68.81, "e_tot_ev": -27914.743, "s2": 0.750, "max_force_ev_per_a": 8.34}



Record 9
{"formula": "C3H3O2Tl", "method": "ωB97M-V with the def2-TZVPD basis set", "elements": ["C", "C", "H", "H", "H", "O", "C", "O", "Tl"], "xyz": [[0.379, 1.717, 2.053], [0.081, 0.508, 1.647], [0.629, 2.525, 1.357], [-0.215, -0.442, 2.093], [0.415, 1.963, 3.124], [-0.023, -0.149, -1.185], [-0.176, -1.024, -1.929], [-0.348, -1.750, -2.825], [-0.742, -3.347, -4.334]], "mulliken_charge": [-0.363, -0.371, 0.212, 0.295, 0.250, -0.197, 0.844, -0.441, 0.772], "homo_lumo_gap_ev": [6.18, 7.42], "total_charge": 1, "e_homo_ev": [-11.170, -12.402], "multiplicity": 2, "e_above_lowest_kcal_mol": 14.32, "e_tot_ev": -11938.283, "s2": 0.763, "max_force_ev_per_a": 3.94}



Record 10
{"formula": "C3H3O2Yb", "method": "ωB97M-V with the def2-TZVPD basis set", "elements": ["C", "C", "H", "H", "H", "O", "C", "O", "Yb"], "xyz": [[-0.813, 1.008, 0.422], [-0.817, -0.335, -0.240], [-1.059, -1.167, 0.451], [-1.744, 1.188, 0.980], [-1.493, -0.439, -1.110], [2.474, -0.355, 0.275], [1.449, -1.065, 0.306], [0.546, -0.551, -0.712], [1.457, 1.716, -0.372]], "mulliken_charge": [-0.937, -0.046, 0.269, 0.271, 0.276, -0.418, -0.311, -0.128, 1.023], "homo_lumo_gap_ev": [5.49, 5.92], "total_charge": 0, "e_homo_ev": [-6.894, -7.290], "multiplicity": 2, "e_above_lowest_kcal_mol": 48.09, "e_tot_ev": -38778.916, "s2": 0.756, "max_force_ev_per_a": 2.13}